{
  "formula": "C4H6O2",
  "method": "ωB97M-V/def2-TZVPD",
  "species": ["O", "O", "C", "C", "C", "C", "H", "H", "H", "H", "H", "H"],
  "coordinates": [[0.62300, 1.71224, 1.02139], [-1.97598, -2.01777, 0.57654], [-0.49154, -0.42580, -0.44010], [-1.68009, -0.87160, -0.10854], [0.67388, 0.06115, -0.78361], [1.40430, 1.11209, 0.02141], [2.33010, 0.67871, 0.43743], [-2.58864, -0.32684, -0.35750], [-1.20529, -2.59446, 0.61674], [1.16235, -0.26942, -1.70252], [1.70949, 1.90806, -0.66809], [0.03842, 1.03364, 1.38685]],
  "forces_ev_per_angstrom": [[-0.1, -0.2, 0.2], [0.0, -0.1, 0.1], [0.0, -0.1, 0.0], [0.1, 0.3, -0.1], [-0.2, -0.1, 0.0], [0.2, -0.1, -0.3], [-0.2, 0.0, -0.1], [0.2, -0.1, -0.1], [0.1, 0.1, 0.0], [-0.1, 0.1, 0.1], [0.0, -0.1, 0.1], [0.0, 0.1, 0.0]],
  "lumo_energy_ev": 0.64,
  "energy_ev": -8337.94269,
  "orbital_gap_ev": 9.81,
  "molar_mass_da": 86.09,
  "de_lowest_kcal_mol": 58.1,
  "max_force_ev_per_a": 0.3,
  "smiles": "OC=C=CCO"
}